(1)
Molecular formula: C31H75N5O13S4
Method: DFT, ωB97M-V with the def2-TZVPD basis set

Output
Total energy   -110764.7643 eV
HOMO energy (spin up / spin down)   0.323 / -6.667 eV
2S+1   2
Gap between HOMO and LUMO (spin up / spin down)   1.35 / 8.28 eV
LUMO level (spin up / spin down)   1.67 / 1.61 eV
⟨S²⟩   0.75
Charge   -1

Geometry (Å):
C (0.03820, 4.59138, -3.94619)
S (1.52679, 3.69049, -4.44705)
O (1.11616, 2.26187, -4.72019)
C (1.67016, 4.32259, -6.19268)
H (0.00433, 4.64309, -2.85795)
H (-0.90303, 4.11379, -4.21842)
H (0.03074, 5.57210, -4.42181)
H (2.31328, 5.20019, -6.25838)
H (0.68538, 4.72839, -6.42430)
H (1.99518, 3.53079, -6.86759)
C (2.53931, -0.29565, -5.49013)
S (2.06186, -2.10914, -5.71182)
O (3.38940, -2.83334, -5.60734)
C (1.05721, -2.30608, -4.13485)
H (2.66605, 0.15824, -4.50726)
H (1.78907, 0.35567, -5.93849)
H (3.39696, -0.22718, -6.15935)
H (1.70468, -2.30447, -3.25801)
H (0.47257, -3.22402, -4.07410)
H (0.31375, -1.51023, -4.17952)
C (-1.43383, -4.58690, 2.88078)
S (-2.46837, -3.03172, 2.63339)
O (-2.48161, -2.60921, 1.16598)
C (-4.25153, -3.63356, 2.87476)
H (-1.18550, -4.98298, 1.89612)
H (-1.98120, -5.27640, 3.52349)
H (-0.55884, -4.25474, 3.43950)
H (-4.56715, -4.57331, 2.42162)
H (-4.90911, -2.79132, 2.65951)
H (-4.42524, -3.72129, 3.94725)
C (1.85465, -4.01445, 1.25542)
S (2.93754, -3.97426, -0.23667)
O (4.33585, -3.59738, 0.27988)
C (3.07546, -5.72819, -0.75974)
H (2.42532, -4.46141, 2.06946)
H (0.92733, -4.58692, 1.27691)
H (1.61439, -2.96941, 1.45104)
H (3.89294, -5.73871, -1.48065)
H (2.17082, -6.12853, -1.21737)
H (3.28748, -6.33937, 0.11754)
C (1.18348, 5.43905, 2.62374)
O (1.94996, 6.40626, 2.65885)
N (-0.08027, 5.47628, 2.98184)
C (-1.05910, 4.41477, 2.90970)
C (-0.63514, 6.75469, 3.44112)
H (1.55743, 4.43228, 2.38132)
H (-1.28201, 4.21415, 3.95763)
H (-0.69409, 3.51906, 2.40714)
H (-1.94864, 4.93590, 2.55579)
H (-1.55963, 6.63868, 4.00676)
H (0.05352, 7.19138, 4.16442)
H (-0.76858, 7.45776, 2.61893)
C (-3.11196, -1.74419, -4.17627)
O (-2.74201, -1.51621, -5.34281)
N (-3.15702, -0.84149, -3.23595)
C (-3.22544, -1.18330, -1.78241)
C (-2.76133, 0.52027, -3.46802)
H (-3.46621, -2.75397, -3.91729)
H (-3.27019, -2.24281, -1.53037)
H (-3.97639, -0.72117, -1.14162)
H (-2.29479, -0.91084, -1.28468)
H (-2.45484, 0.77878, -4.48160)
H (-3.54479, 1.16751, -3.07385)
H (-1.87744, 0.77877, -2.88491)
C (2.12765, -0.83853, 4.55408)
O (1.44797, -1.34928, 3.66919)
N (1.92529, 0.32120, 5.19691)
C (0.94883, 1.24003, 4.81919)
C (2.87871, 0.86852, 6.07362)
H (3.09388, -1.24893, 4.88602)
H (0.46075, 1.71620, 5.66956)
H (0.13418, 0.67004, 4.37248)
H (1.21855, 2.02059, 4.10780)
H (2.58990, 1.28829, 7.03720)
H (3.50549, 0.08607, 6.50143)
H (3.65030, 1.58900, 5.80222)
C (4.65970, 2.59040, 0.30188)
O (4.67670, 2.99725, -0.91052)
N (5.34816, 3.26557, 1.22146)
C (5.29482, 2.80658, 2.63358)
C (6.44060, 4.18743, 0.85482)
H (4.06524, 1.78359, 0.75780)
H (6.20226, 2.25514, 2.87971)
H (4.32295, 2.33896, 2.79138)
H (5.36231, 3.62787, 3.34703)
H (6.44027, 4.60187, -0.15332)
H (6.45240, 5.01352, 1.56583)
H (7.31445, 3.53921, 0.92046)
C (1.13146, 1.09760, 0.98675)
O (1.46365, 2.21856, 1.22541)
N (0.75074, 0.64919, -0.21999)
C (0.39630, -0.74238, -0.44978)
C (0.81312, 1.43683, -1.43723)
H (0.87496, 0.34876, 1.75201)
H (-0.02090, -1.11413, 0.48609)
H (1.30306, -1.30879, -0.66204)
H (-0.44084, -0.97416, -1.10825)
H (-0.04198, 1.12367, -2.03627)
H (0.85468, 2.52049, -1.32750)
H (1.52832, 1.02522, -2.14938)
O (-3.63092, -6.33864, -0.84774)
C (-3.79551, -5.55253, -1.72074)
O (-2.87271, -4.94151, -2.51798)
C (-1.49048, -5.19529, -2.37991)
C (-0.89535, -4.27304, -1.29762)
C (-5.27757, -5.27281, -2.05469)
H (-1.03169, -4.83531, -3.30079)
H (-1.35721, -6.27611, -2.33329)
H (-1.44975, -4.17810, -0.36395)
H (-0.66586, -3.24317, -1.57112)
H (0.04859, -4.80154, -1.16429)
H (-5.42467, -5.87585, -2.95068)
H (-5.45312, -4.22221, -2.28605)
H (-5.77031, -5.78212, -1.22649)
O (-3.22958, 2.36552, 3.23325)
C (-3.33962, 1.28362, 2.66285)
O (-2.83455, 0.89942, 1.59390)
C (-2.33538, 1.72499, 0.57535)
C (-3.39133, 2.30436, -0.36414)
C (-4.14118, 0.18527, 3.31408)
H (-1.61512, 1.14145, 0.00195)
H (-1.78851, 2.59179, 0.94643)
H (-4.32103, 1.73555, -0.35024)
H (-2.94355, 2.46720, -1.34448)
H (-3.74277, 3.24995, 0.04871)
H (-3.74610, -0.26744, 4.22351)
H (-4.51367, -0.66006, 2.73549)
H (-5.12694, 0.54515, 3.60880)

(2)
Molecular formula: C4H7NO2
Method: DFT, ωB97M-V with the def2-TZVPD basis set

Output
Total energy   -9845.7617 eV
HOMO energy   -11.406 eV
2S+1   1
Gap between HOMO and LUMO   12.06 eV
Energy above the lowest of the compared OMol25 structures with the same formula, charge and spin   146.5 kJ/mol
SMILES string   N#CCOC=O.C
LUMO level   0.66 eV

Geometry (Å):
C (1.71467, -1.48787, -0.18390)
N (1.39840, 1.86962, 0.21621)
C (0.26374, 1.73111, 0.38497)
C (-1.17757, 1.55202, 0.62402)
O (-1.53031, 0.17234, 0.67662)
C (-1.46318, -0.46357, -0.51159)
O (-1.14441, 0.05399, -1.54537)
H (1.45947, -1.22378, -1.21247)
H (2.28013, -0.66833, 0.26312)
H (2.30827, -2.40435, -0.17828)
H (-1.73837, 2.06870, -0.16044)
H (-1.43949, 1.96305, 1.60007)
H (-1.73544, -1.51747, -0.37114)
H (0.80411, -1.64547, 0.39817)

(3)
Molecular formula: C10H12F6N2O2S
Method: DFT, ωB97M-V with the def2-TZVPD basis set

Output
Total energy   -44773.8938 eV
HOMO energy   -9.406 eV
2S+1   1
Gap between HOMO and LUMO   8.13 eV
SMILES string   O=S(=O)(F)NCCCC(F)(F)C(F)(F)F.c1ccncc1
LUMO level   -1.27 eV

Geometry (Å):
O (1.95463, -0.30397, -0.12351)
S (1.50327, 1.15932, -0.47611)
O (1.04878, 1.18434, -1.98700)
F (2.84469, 2.26655, -0.31031)
N (0.18395, 1.64478, 0.61668)
C (0.01890, 3.13940, 0.40862)
C (-1.51117, 3.69680, 0.59584)
C (-2.46288, 3.58392, -0.73354)
C (-3.04543, 2.08470, -1.04988)
F (-3.87682, 2.22200, -2.30439)
F (-1.97730, 1.08534, -1.41630)
C (-4.05579, 1.47546, 0.08994)
F (-5.21517, 2.39072, 0.20696)
F (-3.41037, 1.11263, 1.37247)
F (-4.60055, 0.18915, -0.48561)
H (0.53527, 1.44137, 1.57921)
H (0.66719, 3.65746, 1.26669)
H (0.53738, 3.45834, -0.60328)
H (-1.41346, 4.86248, 0.83486)
H (-1.96601, 3.21701, 1.56928)
H (-3.41570, 4.27074, -0.51983)
H (-1.87652, 4.02834, -1.66392)
N (4.03089, -5.36484, 0.89197)
C (3.84086, -4.02764, 0.85832)
C (2.70236, -3.42366, 0.34924)
C (1.69714, -4.23844, -0.16084)
C (1.86440, -5.61930, -0.14191)
C (3.03685, -6.13013, 0.39130)
H (4.65491, -3.43456, 1.26483)
H (2.60205, -2.34422, 0.35000)
H (0.79081, -3.80118, -0.56951)
H (1.09994, -6.28149, -0.53227)
H (3.21291, -7.20142, 0.43198)